Entry 1:
Entry from the OMol25 dataset: a molecular structure, C22H26F2N3O2Se4Ta (the ωB97M-V functional and the def2-TZVPD basis).

```
60
Properties=species:S:1:pos:R:3:forces:R:3:mulliken_charge:R:1
H -5.467447 2.687022 -0.156218 0.002 0.001 -0.003 0.440
H 4.059429 1.409801 -3.744231 0.026 -0.004 0.003 0.536
H 5.048284 1.327544 1.105994 0.011 0.002 -0.005 0.398
C 3.522434 1.452468 -0.398154 -0.003 0.008 0.012 0.512
H -6.541739 0.486281 0.283912 -0.004 -0.006 0.000 0.403
H 1.271595 -0.538905 1.632821 -0.039 -0.007 -0.025 0.306
C 4.300647 1.374952 -2.690411 -0.064 -0.001 -0.050 -0.742
O 2.006255 1.617885 -2.175691 -0.156 -0.025 -0.052 -0.213
Ta 0.172948 1.360350 -1.606378 0.286 0.195 -0.204 0.314
H 0.799480 -3.397842 2.574700 0.002 0.010 0.007 0.333
F 1.363500 -0.874639 -3.404702 -0.002 0.009 0.023 -0.289
H 1.180352 -2.548059 1.073209 -0.005 0.007 0.011 0.348
C 4.847355 1.328560 0.040634 -0.028 -0.008 0.036 -0.868
H 2.850233 1.794108 1.601254 -0.001 -0.013 -0.030 0.298
C -4.716582 -0.599116 0.000777 -0.042 -0.029 0.005 -0.933
H -3.048518 2.781884 -0.686825 -0.011 -0.004 0.000 0.148
C -4.885154 1.775491 -0.184025 -0.015 -0.035 0.005 -0.735
N -1.426554 -2.024783 -0.543019 0.097 -0.036 -0.038 0.329
Se -0.924902 1.761459 -3.979262 0.137 -0.134 0.125 -0.192
H -0.798389 -2.291984 4.130831 -0.005 0.013 -0.008 0.363
C 5.594093 1.236772 -2.231753 0.038 -0.007 0.020 -0.392
C 2.478368 1.640823 0.584306 0.080 0.020 0.089 0.319
H -0.821214 1.095773 3.096522 -0.025 -0.026 -0.005 0.514
C -5.485907 0.547890 0.059034 0.030 0.024 -0.010 -0.810
C -1.295416 -1.919773 3.216792 0.060 0.016 0.060 -1.312
C 0.418963 1.966952 1.631526 0.001 0.020 0.047 -1.777
C 0.354277 -2.862094 1.717031 0.051 -0.036 -0.044 -0.862
H 6.898028 1.106464 -0.520951 -0.006 -0.001 -0.002 0.402
H 6.403632 1.154895 -2.945738 -0.005 -0.001 -0.002 0.407
C -2.765571 0.680037 -0.518427 0.107 0.145 0.058 0.940
C 0.391390 -0.594929 -2.528847 -0.027 0.073 -0.046 -0.270
C -3.350417 -0.571927 -0.286491 0.065 -0.110 0.021 0.894
O -1.446222 0.843216 -0.795511 -0.175 -0.254 -0.071 1.178
C -0.528045 -3.828296 0.933579 -0.004 -0.058 0.030 -0.613
H -0.276205 2.773331 1.392363 0.014 0.003 -0.044 0.347
F 1.006923 -0.686778 -1.182552 0.025 -0.154 0.070 -0.277
C -3.533743 1.837552 -0.472028 0.005 0.043 -0.011 -0.674
H 0.935779 -0.512617 3.362782 0.014 0.006 -0.020 0.195
H -1.820642 -0.999160 3.468234 -0.016 0.016 0.003 0.330
C -0.359380 0.768620 2.161839 -0.053 -0.030 0.008 0.292
C 0.461677 -0.506935 2.363810 0.028 -0.014 0.012 -1.023
H -1.442691 -4.034041 1.495254 -0.004 0.009 -0.024 0.218
C 5.877876 1.208935 -0.863786 0.016 0.002 -0.021 -0.739
C 3.258368 1.473588 -1.772596 -0.083 0.063 0.057 0.124
Se 0.203466 3.575459 -4.876061 -0.001 0.190 0.025 -0.151
H -3.308073 -2.732591 -0.098630 -0.021 0.007 0.002 0.220
C -2.653897 -1.873118 -0.313628 -0.159 0.097 -0.016 -0.609
C -0.888458 -3.377484 -0.483359 0.013 0.048 0.005 -1.124
H 1.097749 2.349873 2.399302 0.005 -0.011 -0.008 0.625
N -0.362832 -1.676957 2.139475 -0.065 0.024 0.056 0.958
H -2.052243 -2.647783 2.924724 0.013 -0.009 -0.002 0.292
H -0.374413 -1.363249 -2.547445 -0.012 -0.033 0.026 0.427
Se 0.962883 4.772304 -2.938516 0.017 -0.090 -0.115 -0.202
N 1.205830 1.678116 0.419041 -0.038 0.015 -0.093 0.134
H -5.177438 -1.563991 0.180428 0.000 0.009 0.000 0.371
H -0.004382 -4.784050 0.847789 -0.015 -0.015 0.013 0.456
H -1.592933 -4.101685 -0.911633 -0.012 0.006 -0.003 0.455
Se -0.471536 3.924387 -1.359238 -0.071 0.054 0.107 -0.187
H 0.015487 -3.397669 -1.098185 -0.002 -0.002 -0.006 0.340
H -1.166361 0.517665 1.476329 0.023 0.019 0.024 -0.172
```
Forces are in eV/Å.

The calculation puts the HOMO-LUMO gap at 0.2248 hartree. The energy is -11031.26118 Ha. For the highest occupied orbital energy, the calculation gives -6.743 eV. Its largest force on an atom is 0.402 eV/Å. Its total charge is 0. The molecular weight comes out at 899.25 g mol⁻¹. The energy above the lowest of the compared OMol25 structures with the same formula, charge and spin is 176.0 kJ/mol.



Entry 2:
Entry from the OMol25 dataset: a molecular structure, C22H26F5MgN7O11P2S2 in a non-equilibrium geometry (the ωB97M-V functional and the def2-TZVPD basis).

```
76
Properties=species:S:1:pos:R:3:forces:R:3:mulliken_charge:R:1
H -4.362722 -6.484088 2.334446 -0.109 -0.052 0.052 0.350
H -3.116122 -4.528988 3.247246 0.122 0.052 0.078 0.425
H -0.523022 -0.533288 -2.218754 -0.070 -0.105 -0.002 -0.191
C 0.660278 4.191212 -2.427354 0.156 -0.501 0.342 1.269
F -1.988522 2.030612 -1.382254 -0.461 -0.170 0.148 0.066
H 2.595478 4.875112 -2.923054 0.093 0.156 -0.168 0.388
C 4.892278 1.098212 -1.066854 0.598 0.057 0.141 -0.582
N 2.385478 -3.480388 1.606146 0.403 -0.112 0.410 1.035
F -4.520422 2.469112 -2.091454 0.006 -0.162 0.200 -0.303
H -0.873522 -3.946288 -0.864354 0.189 0.071 -0.063 0.764
H 4.065978 1.526212 3.684246 -0.050 -0.026 -0.133 0.183
O 2.513078 2.251512 -3.299054 -0.006 0.133 -0.376 -0.687
H 5.751178 2.053312 1.812946 -0.052 0.018 -0.080 0.211
O 1.413578 5.453312 -0.042154 -0.119 0.088 -0.190 -0.878
C -3.739022 -4.437188 2.361546 0.385 -0.113 -0.554 -0.270
H -5.395522 -5.402488 1.400746 -0.114 -0.031 -0.016 0.341
C -5.009222 0.008712 0.531946 -0.065 0.063 -0.183 -0.016
N 5.291978 1.710512 0.985446 -0.241 0.017 0.163 -0.101
C 1.042978 1.595612 2.798846 -0.119 -0.007 0.859 -0.682
N 1.678678 1.496812 1.609546 0.699 -0.007 -0.099 0.268
C 2.304878 -1.383388 0.301446 0.050 -1.074 0.545 -0.399
C 1.823778 -2.625588 0.654946 0.101 1.364 -0.627 -0.207
O -2.276322 -6.085588 0.868346 0.169 -0.374 0.317 -0.696
H -0.901522 3.830712 -0.019254 -0.294 -0.136 0.012 0.373
C 3.969778 1.418112 0.833846 0.749 -0.104 -0.463 0.443
O 3.410278 -3.085088 2.144046 0.036 -0.084 0.059 -0.673
H -5.498922 -5.399188 3.167246 0.058 0.057 0.001 0.399
F -5.999622 -0.649188 1.154046 0.118 0.135 -0.128 -0.317
P 0.989578 2.464912 -2.967654 -0.264 0.081 -1.552 0.586
O -0.720722 4.445812 -2.584954 -0.290 0.093 -0.025 -0.526
C -2.603922 0.439512 0.285946 -0.995 0.103 -0.269 1.435
O 0.432978 1.378612 -2.125754 -0.305 0.225 -0.553 -1.002
H 3.203378 -0.931888 0.656246 0.108 0.063 0.127 0.742
C 1.567878 5.122012 -3.187554 0.240 0.154 -0.070 -1.770
C -1.133322 -3.723888 1.245546 -0.876 -0.484 -0.041 -0.148
C 2.970578 1.494312 1.858746 -0.143 0.079 0.724 -0.138
O 1.843878 -4.542588 1.859046 -0.166 -0.238 0.011 -0.667
C -2.952022 1.341112 -0.734754 0.119 -0.180 0.279 -0.654
H -0.578922 2.230112 -4.371854 -0.465 -0.089 -0.076 0.343
F -3.438922 -1.123688 1.856846 -0.238 0.102 -0.103 -0.438
C 1.963878 1.627512 3.804846 -0.451 0.093 -0.009 -0.949
O -0.075322 3.341612 0.037246 0.433 0.105 -0.069 -0.637
C -0.242222 -3.913688 0.024246 -0.416 -0.636 -0.121 -1.690
H 4.961378 0.817112 -2.097954 0.110 -0.048 -0.254 0.564
H -1.489322 -1.848088 -1.512154 -0.096 0.009 0.023 0.349
P 1.164178 4.142512 -0.651654 -0.209 1.629 0.234 0.367
S -1.005122 0.115312 0.811346 0.295 0.147 0.303 -0.600
H -1.434022 -2.684088 1.360946 -0.040 0.139 0.011 0.016
C -4.821322 -5.496888 2.319946 0.010 -0.172 -0.141 -1.301
H -0.663922 -4.099688 2.149246 0.012 -0.028 0.116 0.592
H 6.934278 1.677012 -0.382354 0.172 0.038 -0.006 0.455
H 1.854278 1.679312 4.868846 -0.007 0.040 0.139 0.424
C 0.529078 -1.706188 -0.847054 0.101 -0.452 -0.069 0.426
O 0.364578 2.384412 -4.430854 0.477 0.194 0.001 -0.706
H 0.307278 -4.853388 0.107046 -0.140 0.207 -0.125 0.233
O 2.228478 3.075612 -0.692954 -0.037 -0.265 -0.085 -0.397
H 1.440978 5.001512 -4.266154 0.022 0.062 -0.009 0.530
H -0.267622 -2.213088 -2.735754 0.022 -0.037 -0.065 0.529
O -3.254522 -4.143088 -0.257954 -0.298 0.367 -0.034 -0.667
Mg 1.043478 1.427312 -0.347554 -0.341 -1.364 1.143 3.327
N 1.500378 -0.824988 -0.608554 -0.065 0.162 -0.307 -0.393
H 1.383378 6.154112 -2.891954 -0.066 0.002 0.030 0.417
C 5.887878 1.515212 -0.224854 0.068 -0.068 -0.366 -0.880
H -0.026922 1.626312 2.858246 -0.126 -0.056 -0.009 0.488
H 2.956178 2.105012 -2.452454 0.407 0.112 0.302 0.342
N 3.719878 1.037112 -0.399854 -0.391 -0.010 0.538 -0.002
N 3.185378 1.568912 3.197746 0.318 -0.040 -0.292 -0.049
C -4.260422 1.587412 -1.110354 -0.247 -0.120 0.037 -0.437
C -0.508622 -1.567588 -1.889354 -0.171 0.003 -0.019 -1.327
F -6.577622 1.175212 -0.820654 0.195 -0.090 0.032 -0.318
H -0.875222 4.986212 -3.370854 0.146 -0.063 0.104 0.356
N 0.690578 -2.822988 -0.106654 0.248 0.072 0.043 0.414
S -2.650222 -4.698888 0.925646 0.460 0.559 0.337 1.249
C -5.305822 0.922912 -0.479154 0.169 -0.004 0.151 0.784
C -3.694222 -0.225188 0.884946 0.386 0.278 -0.254 0.020
H -4.138622 -3.432488 2.274446 0.087 0.173 -0.005 0.196
```
Forces are in eV/Å.

The calculation puts the HOMO-LUMO gap at 0.2495 hartree. The energy is -4243.67031 Ha. For the highest occupied orbital energy, the calculation gives -7.211 eV. Its largest force on an atom is 1.812 eV/Å. Its total charge is 0. The molecular weight comes out at 809.87 g mol⁻¹. The energy above the lowest of the compared OMol25 structures with the same formula, charge and spin is 29.5 kJ/mol.



Which of these has the highest energy?
C22H26F5MgN7O11P2S2



The highest highest occupied orbital energy belongs to which entry?
C22H26F2N3O2Se4Ta